126
Properties=species:S:1:pos:R:3:lowdin_charge:R:1 method="wB97M-V/def2-TZVPD" e_homo_ev=-9.23 spin_multiplicity=1 largest_force_ev_per_a=5.799 gap_ev=9.4 relative_energy_ev=5.943 lumo_ev=0.16 smiles=COCCNCCOC.COCCNCCOC.COCCNCCOC.COCCNCCOC.OCCO.OCCO.OCCO
C 6.965 -2.083 1.804 -0.257
C 6.564 -1.523 3.166 -0.195
O 6.568 -0.093 3.097 -0.035
O 7.186 -3.441 1.958 -0.074
H 7.970 -1.690 1.633 0.123
H 6.280 -1.936 0.897 0.143
H 7.285 -1.811 3.914 0.118
H 5.537 -1.841 3.409 0.118
H 5.770 0.278 3.280 -0.005
H 7.895 -3.336 2.598 0.092
C 4.016 -4.278 0.516 -0.218
C 5.039 -4.646 -0.563 -0.240
O 6.050 -5.416 0.024 -0.068
O 3.114 -3.451 -0.166 -0.094
H 4.551 -3.741 1.348 0.121
H 3.434 -5.064 0.837 0.099
H 5.547 -3.801 -1.004 0.116
H 4.620 -5.180 -1.392 0.089
H 6.653 -4.806 0.469 0.053
H 2.764 -2.882 0.529 0.026
C 0.743 -2.077 1.758 -0.242
C 1.490 -2.673 3.001 -0.223
O 2.848 -2.659 2.836 -0.038
O -0.576 -2.356 2.109 -0.069
H 1.042 -2.597 0.772 0.122
H 0.865 -1.017 1.680 0.079
H 1.292 -3.713 3.219 0.129
H 1.063 -2.116 3.826 0.116
H 3.239 -1.910 3.203 0.029
H -1.058 -1.851 1.424 0.072
C 3.736 0.404 1.662 -0.139
O 4.134 -0.497 0.697 -0.201
C 4.116 0.133 -0.592 -0.180
C 2.753 0.238 -1.291 -0.192
N 3.007 1.030 -2.506 -0.040
C 1.733 1.545 -3.017 -0.249
C 2.062 2.619 -3.944 -0.265
O 0.826 3.261 -4.237 -0.167
C 0.688 4.274 -3.266 -0.127
H 2.793 0.786 1.355 0.065
H 4.470 1.225 1.682 0.100
H 3.710 -0.035 2.704 0.097
H 4.681 -0.505 -1.271 0.114
H 4.759 1.158 -0.577 0.173
H 1.970 0.564 -0.631 0.099
H 2.336 -0.659 -1.631 0.099
H 3.464 0.482 -3.231 0.125
H 1.050 1.838 -2.232 0.092
H 1.133 0.844 -3.539 0.114
H 2.532 2.127 -4.813 0.126
H 2.951 3.327 -3.641 0.153
H 0.137 5.013 -3.824 0.084
H 1.664 4.779 -2.946 0.107
H 0.245 3.904 -2.342 0.075
C -1.163 0.540 -0.451 -0.041
O -0.851 -0.853 -0.583 -0.235
C -1.145 -1.463 -1.727 -0.258
C -0.530 -2.852 -1.597 -0.189
N -0.753 -3.602 -2.827 -0.059
C -0.352 -5.027 -2.654 -0.167
C 1.164 -5.187 -2.842 -0.256
O 1.467 -6.501 -3.165 -0.203
C 2.804 -6.857 -2.785 -0.085
H -2.167 0.619 -0.584 0.045
H -0.802 1.156 -1.289 0.080
H -0.630 0.969 0.435 0.108
H -0.504 -0.888 -2.367 0.111
H -2.198 -1.339 -2.045 0.138
H -0.959 -3.260 -0.751 0.091
H 0.576 -2.829 -1.447 0.125
H -1.722 -3.592 -2.963 0.076
H -0.906 -5.468 -3.514 0.129
H -0.664 -5.458 -1.632 0.142
H 1.806 -4.863 -2.041 0.089
H 1.528 -4.657 -3.783 0.147
H 2.861 -6.747 -1.731 0.068
H 3.525 -6.292 -3.343 0.083
H 2.962 -7.934 -2.915 0.094
C -10.300 2.409 -1.471 -0.083
O -10.629 1.660 -2.679 -0.172
C -9.371 1.177 -3.219 -0.202
C -8.827 -0.092 -2.486 -0.209
N -7.570 -0.505 -3.019 -0.068
C -6.911 -1.478 -2.161 -0.206
C -5.765 -0.909 -1.346 -0.199
O -5.239 -2.027 -0.581 -0.184
C -4.451 -1.550 0.462 -0.128
H -11.186 2.898 -1.185 0.070
H -9.549 3.118 -1.694 0.077
H -10.110 1.834 -0.605 0.069
H -8.765 2.002 -3.295 0.076
H -9.375 1.000 -4.310 0.125
H -9.567 -0.870 -2.622 0.124
H -8.576 0.215 -1.443 0.126
H -7.859 -0.902 -3.865 0.088
H -6.505 -2.339 -2.718 0.132
H -7.547 -1.926 -1.393 0.119
H -6.026 -0.050 -0.686 0.128
H -4.944 -0.590 -1.956 0.105
H -4.150 -2.296 1.250 0.114
H -4.938 -0.785 0.945 0.054
H -3.474 -1.254 0.089 0.061
C 0.530 9.627 2.583 -0.156
O -0.631 8.903 2.680 -0.200
C -0.444 7.609 3.269 -0.228
C -1.632 6.686 3.144 -0.201
N -1.491 5.402 3.960 -0.046
C -0.352 4.512 3.491 -0.213
C -0.366 3.179 4.101 -0.242
O 0.708 2.424 3.486 -0.179
C 0.460 1.006 3.496 -0.094
H 1.385 9.144 2.070 0.091
H 0.920 9.720 3.585 0.075
H 0.270 10.599 2.135 0.100
H -0.250 7.879 4.280 0.117
H 0.358 7.035 2.639 0.147
H -1.752 6.505 2.044 0.124
H -2.570 7.147 3.531 0.126
H -2.330 4.969 3.665 0.070
H 0.569 5.099 3.619 0.121
H -0.563 4.260 2.438 0.124
H -1.319 2.746 3.932 0.105
H -0.242 3.237 5.226 0.147
H -0.390 0.751 2.879 0.079
H 0.420 0.585 4.502 0.098
H 1.314 0.504 3.097 0.036